Below is a cluster of 2 separate species, C6H13NO in total, with properties calculated with ωB97M-V/def2-TZVPD.

Calculated values
Relative energy (zero: lowest compared OMol25 entry of this formula, charge and spin), kJ/mol: 175.40
HOMO level, Ha: -0.333
Energy, Ha: -366.3671
Structure (SMILES): [H]/N=C(\C)CC.C=CO
HOMO-LUMO gap, eV: 9.915

```
! RIJCOSX wB97M-V def2-TZVPD def2/J DEFGRID3
* xyz 0 1
H -0.123 -2.307 -1.162
N 0.030 -1.322 -1.370
C 0.599 -0.669 -0.451
C 1.038 -1.204 0.880
C 0.862 0.793 -0.690
C 2.312 1.038 -1.113
H 2.052 -0.893 1.105
H 0.380 -0.815 1.664
H 0.986 -2.292 0.897
H 0.194 1.140 -1.479
H 0.662 1.348 0.230
H 3.009 0.740 -0.333
H 2.536 0.473 -2.015
H 2.462 2.096 -1.322
C -2.749 0.084 -0.060
C -2.386 -0.078 1.196
O -1.813 0.873 1.988
H -2.625 1.024 -0.573
H -3.182 -0.720 -0.619
H -2.498 -1.008 1.737
H -1.745 1.697 1.489
*
```